A structure of composition C24H22N4NiO6PS6. Source: OMol25; level of theory: ωB97M-V/def2-TZVPD.

Cartesian coordinates (Å):
Ni (1.6778, 0.6373, -0.4550)
S (5.0509, -2.7973, 4.9935)
C (4.2731, -2.0264, 3.7310)
S (5.0472, -1.5073, 2.2920)
C (3.6698, -0.7983, 1.4768)
C (2.5043, -0.8579, 2.1662)
S (0.9785, -0.2350, 1.6346)
S (2.6006, -1.6555, 3.7200)
S (3.8675, -0.1176, -0.1112)
S (1.5169, 0.6081, -3.7959)
C (1.4345, 0.6813, -2.2425)
O (0.0517, 3.2855, -1.7268)
C (0.6799, 3.4493, -0.6694)
O (1.2863, 2.5897, 0.0289)
C (0.7385, 4.8659, -0.1010)
C (0.2178, 5.9308, -0.8263)
C (0.2628, 7.2212, -0.3162)
C (0.8246, 7.4547, 0.9330)
C (1.3425, 6.3925, 1.6637)
C (1.3028, 5.1046, 1.1471)
H (-0.2209, 5.7151, -1.7923)
H (-0.1410, 8.0473, -0.8912)
H (0.8589, 8.4610, 1.3355)
H (1.7808, 6.5695, 2.6392)
H (1.7051, 4.2595, 1.6904)
C (-4.0127, -1.0731, -0.7721)
N (-2.5572, -1.1837, -1.0424)
C (-2.3040, -0.9087, -2.5022)
N (-2.8446, 0.3584, -2.9107)
C (-4.2594, 0.4164, -2.5840)
N (-4.5596, 0.1983, -1.1670)
C (-4.0225, 1.2995, -0.3545)
P (-2.1719, 1.5501, -0.4682)
C (-1.7708, -0.2423, -0.1723)
C (-2.0929, 1.4744, -2.3187)
H (-4.1666, -1.2368, 0.2953)
H (-4.5084, -1.8692, -1.3326)
H (-2.1795, -2.2201, -0.7847)
H (-2.7890, -1.7177, -3.0535)
H (-1.2294, -0.9649, -2.6477)
H (-4.7767, -0.3579, -3.1597)
H (-4.6528, 1.3924, -2.8742)
H (-4.2875, 1.1222, 0.6922)
H (-4.5313, 2.2173, -0.6608)
H (-1.9621, -0.5098, 0.8686)
H (-0.7070, -0.4247, -0.3544)
H (-1.0407, 1.4022, -2.5909)
H (-2.4526, 2.4186, -2.7317)
O (-1.5523, -3.4047, -0.2881)
C (-0.3320, -3.2839, -0.6615)
O (0.0482, -2.7125, -1.6860)
C (0.7076, -3.9269, 0.2275)
C (0.3281, -4.7248, 1.3010)
C (1.2837, -5.3304, 2.0951)
C (2.6181, -5.1088, 1.7997)
C (3.0236, -4.2798, 0.7673)
C (2.0525, -3.6883, -0.0231)
N (3.6378, -5.8076, 2.5965)
O (3.2565, -6.5491, 3.4868)
O (4.8052, -5.6561, 2.2941)
H (-0.7266, -4.8644, 1.4925)
H (1.0193, -5.9671, 2.9254)
H (4.0739, -4.0991, 0.5980)
H (2.3244, -3.0152, -0.8229)

Results
E_HOMO (spin up / spin down)	-0.046 / -0.049	Ha
spin multiplicity	2
relative energy (zero: lowest compared OMol25 entry of this formula, charge and spin)	0.0	kJ/mol
energy	-5837.0644	a.u.
F_max	0.48	eV Å⁻¹
charge	-2



A structure of composition C24H22N8O4S2W at a distorted geometry. Source: OMol25; level of theory: ωB97M-V/def2-TZVPD.

Cartesian coordinates (Å):
W (0.0839, 0.1963, -0.6273)
C (-2.5278, -2.6692, 1.1483)
C (-1.2768, -2.0504, 0.5313)
N (-1.5727, -0.9884, -0.3922)
N (-2.6382, -0.2136, 0.0031)
C (-2.8270, 0.8407, -0.7068)
S (-1.8217, 1.1538, -2.1279)
S (-4.1578, 1.9189, -0.4053)
C (-4.5511, 1.5353, 1.3555)
C (-3.8235, 2.4466, 2.2880)
C (-2.5365, 2.1387, 2.7126)
C (-1.8688, 2.9831, 3.5813)
C (-2.4670, 4.1527, 4.0173)
C (-3.7446, 4.4722, 3.5878)
C (-4.4188, 3.6239, 2.7281)
C (-0.3479, -3.0433, -0.1700)
C (-0.3345, -4.3832, 0.1992)
C (0.5281, -5.2888, -0.3920)
C (1.4017, -4.8692, -1.3806)
C (1.4057, -3.5454, -1.7738)
C (0.5493, -2.6163, -1.1765)
O (0.5995, -1.3295, -1.5823)
H (-3.1006, -1.8728, 1.6168)
H (-2.2497, -3.3875, 1.9085)
H (-3.1192, -3.1384, 0.3651)
H (-4.2730, 0.4928, 1.4873)
H (-5.6293, 1.6613, 1.4330)
H (-2.0474, 1.2445, 2.3539)
H (-0.8750, 2.7219, 3.9105)
H (-1.9400, 4.8109, 4.6927)
H (-4.2148, 5.3857, 3.9214)
H (-5.4146, 3.8731, 2.3912)
H (-1.0080, -4.7245, 0.9684)
H (0.5189, -6.3168, -0.0642)
H (2.0827, -5.5712, -1.8379)
H (2.0814, -3.1932, -2.5393)
O (-0.5490, -1.4304, 1.6426)
N (0.4004, -0.5128, 1.1968)
O (-0.2206, 0.7511, 1.0886)
C (4.4206, -0.9053, -2.9998)
C (4.0849, -0.2322, -1.7001)
N (2.1679, 0.4957, -0.2707)
C (2.7966, 0.7520, 0.9025)
C (4.1362, 0.7086, 1.1823)
N (5.1334, 0.3199, 0.3407)
H (3.5971, -1.5111, -3.3709)
H (5.2881, -1.5332, -2.8208)
H (4.6831, -0.1753, -3.7640)
H (2.1151, 1.0332, 1.6971)
H (4.4734, 0.9949, 2.1658)
H (6.0798, 0.3552, 0.7010)
N (0.5392, 2.6826, -3.2961)
C (0.9970, 1.8881, -2.2944)
O (0.5640, 2.1377, -1.0974)
C (1.9434, 0.8501, -2.5729)
C (2.2032, 0.6272, -3.9353)
N (2.3164, 0.4769, -5.0709)
C (2.7829, 0.3396, -1.4956)
N (5.1019, -0.2192, -0.8777)
H (-0.3181, 3.1887, -3.1259)
H (0.7957, 2.4696, -4.2476)

Results
E_HOMO (spin up / spin down)	-0.279 / -0.283	Ha
energy	-2530.0831	a.u.
F_max	4.30	eV Å⁻¹
charge	0



A structure of composition C24H23BF4N4O2PSZr. Source: OMol25; level of theory: ωB97M-V/def2-TZVPD.

Cartesian coordinates (Å):
Zr (-1.0960, -0.1259, 1.0400)
C (-3.0878, 2.4416, 5.6959)
C (-2.2224, 1.2462, 5.5502)
N (-1.7093, 0.5384, 6.5052)
N (-0.9963, -0.4392, 5.8505)
C (-1.0600, -0.3679, 4.5258)
S (-0.3576, -1.4003, 3.3762)
N (-1.8486, 0.7170, 4.3279)
N (-2.1737, 1.1888, 3.0551)
H (-3.2468, 2.6286, 6.7543)
H (-4.0577, 2.2853, 5.2212)
H (-2.6202, 3.3198, 5.2485)
H (-0.4987, -1.1364, 6.3799)
H (-3.1776, 1.3205, 2.9897)
H (-1.6836, 2.0644, 2.8996)
O (-1.7868, 1.3867, 0.0535)
C (-0.5312, 1.9388, -0.3167)
C (-0.3239, 2.0126, -1.7800)
C (-0.4879, 3.1555, -2.5400)
C (-0.3213, 3.0909, -3.9216)
C (-0.0091, 1.8877, -4.5323)
C (0.1557, 0.7319, -3.7719)
C (0.0094, 0.7983, -2.3957)
P (0.2826, -0.6297, -1.3007)
C (2.0266, -0.5430, -0.8210)
C (2.9575, 0.2077, -1.5332)
C (4.2826, 0.2403, -1.1211)
C (4.6841, -0.4717, 0.0022)
C (3.7615, -1.2277, 0.7141)
C (2.4396, -1.2627, 0.2976)
C (0.1368, -2.1064, -2.3271)
C (1.2615, -2.8350, -2.7077)
C (1.1222, -3.9497, -3.5252)
C (-0.1337, -4.3368, -3.9678)
C (-1.2575, -3.6092, -3.5967)
C (-1.1253, -2.4997, -2.7776)
H (-0.7524, 4.0878, -2.0577)
H (-0.4493, 3.9834, -4.5202)
H (0.1069, 1.8426, -5.6072)
H (0.3994, -0.2065, -4.2553)
H (2.6495, 0.7732, -2.4047)
H (5.0040, 0.8242, -1.6778)
H (5.7186, -0.4404, 0.3196)
H (4.0687, -1.7891, 1.5866)
H (1.7382, -1.8803, 0.8502)
H (2.2469, -2.5451, -2.3664)
H (2.0000, -4.5129, -3.8146)
H (-0.2370, -5.2073, -4.6031)
H (-2.2387, -3.9060, -3.9430)
H (-2.0051, -1.9357, -2.5037)
F (-2.9007, -1.0949, -0.5895)
B (-2.9645, -1.9213, 0.5299)
F (-3.0843, -0.9377, 1.6345)
F (-3.8483, -2.9079, 0.5654)
F (-1.5684, -2.3293, 0.7333)
C (1.7885, 2.5512, 0.5520)
C (0.4610, 1.8999, 0.6037)
O (0.1938, 1.2071, 1.7579)
H (2.5700, 1.8715, 0.8930)
H (1.7667, 3.4164, 1.2191)
H (2.0296, 2.8973, -0.4534)

Results
E_HOMO	-0.408	Ha
energy	-2508.9389	a.u.
F_max	0.90	eV Å⁻¹
charge	+1



A structure of composition C24H23Br2N3O2Ru at a distorted geometry. Source: OMol25; level of theory: ωB97M-V/def2-TZVPD.

Cartesian coordinates (Å):
Ru (0.7890, 0.3581, -0.7214)
C (3.3825, -0.0633, 0.4914)
C (2.8850, 0.1173, 1.8945)
C (3.6058, -0.3941, 2.9608)
C (3.1054, -0.3092, 4.2514)
C (1.8588, 0.2450, 4.4645)
C (1.1027, 0.7702, 3.4170)
C (-0.2791, 1.2866, 3.6972)
C (1.6601, 0.7510, 2.1315)
N (0.9715, 1.2996, 1.0154)
C (0.3880, 2.5553, 1.0987)
O (0.6447, 3.4320, 1.8851)
C (-0.6616, 2.7039, 0.0328)
C (-1.6109, 3.6964, -0.1027)
C (-2.5242, 3.5930, -1.1520)
C (-2.4830, 2.5233, -2.0408)
C (-1.5078, 1.5660, -1.8345)
N (-0.6573, 1.6952, -0.8250)
C (-1.1574, 0.3037, -2.5799)
O (-1.1620, 0.2094, -3.7721)
N (-0.6036, -0.6720, -1.6897)
C (-1.3078, -1.8085, -1.2813)
C (-2.6556, -2.0689, -1.6636)
C (-3.4911, -1.1980, -2.5623)
C (-3.2682, -3.2085, -1.1673)
C (-2.6183, -4.0924, -0.3222)
C (-1.3061, -3.8406, 0.0421)
C (-0.6423, -2.7210, -0.4210)
C (0.7655, -2.5053, 0.0362)
H (4.2883, -0.6670, 0.4644)
H (3.5738, 0.8845, -0.0164)
H (2.6525, -0.6504, -0.0987)
H (4.5600, -0.8729, 2.7781)
H (3.6728, -0.7067, 5.0818)
H (1.4429, 0.2627, 5.4643)
H (-0.6780, 0.8113, 4.5920)
H (-0.9642, 1.0730, 2.8730)
H (-0.2758, 2.3648, 3.8546)
H (-1.6240, 4.5223, 0.5947)
H (-3.2786, 4.3580, -1.2775)
H (-3.1758, 2.4367, -2.8658)
H (-3.0594, -1.0733, -3.5513)
H (-3.6526, -0.2052, -2.1315)
H (-4.4728, -1.6500, -2.6836)
H (-4.2914, -3.4058, -1.4596)
H (-3.1323, -4.9677, 0.0511)
H (-0.7846, -4.5208, 0.7028)
H (0.8403, -1.6397, 0.7116)
H (1.4528, -2.3885, -0.8056)
H (1.1176, -3.3506, 0.6256)
Br (2.3186, -0.7062, -3.1494)
C (2.5759, 1.0739, -3.8232)
Br (2.1568, 2.3790, -2.4647)
H (1.8991, 1.2189, -4.6545)
H (3.6153, 1.1954, -4.0952)

Results
E_HOMO (spin up / spin down)	-0.391 / -0.405	Ha
spin multiplicity	2
energy	-6485.7739	a.u.
F_max	1.08	eV Å⁻¹
charge	+1